ORCA calculation (the ωB97M-V functional and the def2-TZVPD basis) on C39H50N2P2Sn as an isolated structure.

```
94
Properties=species:S:1:pos:R:3:forces:R:3:nbo_charge:R:1
Sn 0.79721 -0.24214 -1.97120 -0.1747 -0.2925 0.4643 1.3529
C -5.44019 -0.66284 -0.03000 0.0036 -0.0938 0.1448 -0.6173
C -4.27919 0.28996 -0.30350 0.3038 -0.2006 0.1112 -0.5363
C -4.64849 1.32296 -1.37070 0.2129 0.0311 -0.1286 -0.6156
P -2.66089 -0.46854 -0.82250 -0.1999 -0.1074 -0.2997 1.8418
C -2.74099 -1.29524 -2.50440 -0.0975 0.0550 0.1518 -0.5360
C -1.78939 -2.49184 -2.54330 0.3265 0.1245 0.0185 -0.5885
C -4.10359 -1.77934 -2.99510 -0.0764 0.1307 0.0385 -0.6089
C -1.88149 -1.63164 0.31220 -0.0990 0.4338 -0.3059 -0.5317
C -2.77519 -2.54234 0.88450 0.0234 -0.1080 0.1174 -0.1426
C -2.37199 -3.53474 1.75580 -0.0151 0.1643 -0.1133 -0.0101
C -3.36169 -4.38084 2.48540 -0.0131 -0.1370 0.0635 -0.6372
C -0.99689 -3.68384 1.94380 -0.1365 0.1210 -0.0913 -0.1542
C -0.10489 -2.82104 1.35300 0.0523 -0.0901 -0.1740 -0.2434
C -0.49919 -1.72784 0.56190 -0.4374 -0.4249 0.0073 0.2674
N 0.49911 -0.85054 0.09610 0.2911 0.3979 -0.8417 -0.9803
C 1.51241 -0.59304 1.05120 0.5595 0.2790 0.1426 0.2506
C 1.21741 -0.54114 2.41700 -0.0832 0.1146 0.0136 -0.2665
C 2.19701 -0.37974 3.37290 0.0081 0.0442 -0.1801 -0.1537
C 3.53861 -0.25554 3.02400 0.0083 -0.0246 -0.2430 -0.0272
C 4.60791 -0.15094 4.06080 -0.0044 0.0962 0.0589 -0.6352
C 3.83241 -0.22334 1.67070 -0.0614 0.0556 0.3200 -0.1203
C 2.85141 -0.36454 0.69460 -0.1940 -0.0105 -0.4923 -0.4880
P 3.30351 -0.26574 -1.05780 0.9371 -0.1122 0.6237 0.7732
C 4.19211 -1.86094 -1.46970 -0.3828 0.2443 -0.1964 -0.4798
C 3.11631 -2.88934 -1.82090 -0.1208 0.1819 -0.1631 -0.6080
C 5.10811 -2.38924 -0.37550 -0.0102 0.1733 -0.0645 -0.6156
C 4.46181 1.17746 -1.35720 -0.5543 -0.1311 -0.1021 -0.4737
C 3.70931 2.43136 -0.91790 -0.1748 -0.1224 -0.1281 -0.6142
C 5.86841 1.13736 -0.77040 -0.0722 -0.2160 -0.0685 -0.6134
H -6.36669 -0.09274 -0.05750 -0.0490 0.0573 -0.0173 0.2450
H -5.36909 -1.10034 0.96180 -0.0144 -0.0843 0.0338 0.2261
H -5.52299 -1.45504 -0.76640 -0.0794 -0.0664 -0.0561 0.2193
H -4.04259 0.81056 0.63080 0.0201 -0.0993 -0.1924 0.2671
H -5.09619 0.84496 -2.23760 -0.0574 0.0343 -0.0582 0.2226
H -3.78199 1.89076 -1.70370 -0.0921 0.1355 -0.0962 0.2107
H -5.36859 2.02796 -0.96460 -0.0961 -0.0015 0.0852 0.2485
H -2.37859 -0.51534 -3.19130 -0.0455 -0.0609 0.2604 0.2489
H -2.22679 -3.35364 -2.04230 0.0171 -0.0208 0.1011 0.2351
H -0.82839 -2.28164 -2.05720 -0.1398 -0.2683 -0.1220 0.1776
H -1.59789 -2.76514 -3.58170 0.0181 0.0183 0.0179 0.2422
H -4.50769 -2.54764 -2.34040 -0.0801 -0.0604 0.0408 0.2157
H -3.97379 -2.23484 -3.97660 0.0445 -0.0079 -0.0180 0.2427
H -4.82739 -0.97934 -3.10970 -0.0986 0.0002 0.0450 0.2215
H -3.82379 -2.45174 0.65120 -0.1597 -0.0364 0.0591 0.2118
H -4.38259 -4.12304 2.21520 -0.0540 -0.0225 -0.0038 0.2218
H -3.24629 -4.24144 3.56060 -0.0519 -0.0159 0.0265 0.2377
H -3.20379 -5.43634 2.27940 -0.0216 -0.1332 -0.0162 0.2395
H -0.62989 -4.48794 2.56410 0.0752 -0.0815 0.0761 0.2335
H 0.95281 -2.96744 1.51380 0.0542 -0.0489 0.0505 0.2302
H 0.19801 -0.66354 2.74750 -0.0968 -0.0235 0.0250 0.2160
H 1.90541 -0.35854 4.41160 0.0080 -0.0278 0.1718 0.2270
H 4.38751 -0.81434 4.89300 0.0954 -0.0380 0.0985 0.2332
H 4.65571 0.86576 4.44930 0.0839 0.0484 0.0818 0.2349
H 5.58101 -0.40794 3.64870 0.0559 -0.0044 0.0501 0.2243
H 4.85601 -0.10864 1.35660 0.1576 0.0011 0.0648 0.2081
H 4.78011 -1.63594 -2.36670 -0.0403 0.0293 0.0309 0.2417
H 2.45761 -3.06554 -0.96620 -0.0321 -0.0418 0.0143 0.2133
H 3.57401 -3.83774 -2.09620 -0.0339 -0.0590 -0.0227 0.2482
H 2.51131 -2.54784 -2.67440 0.0589 -0.1821 0.0868 0.2005
H 4.56001 -2.56584 0.54580 -0.0456 -0.0586 0.0924 0.2208
H 5.92431 -1.70584 -0.16930 0.1256 0.0344 0.1211 0.2192
H 5.54171 -3.33214 -0.70040 0.0328 -0.0967 -0.0536 0.2402
H 4.54881 1.17976 -2.45400 -0.0606 -0.0336 0.1305 0.2386
H 3.64351 2.48286 0.16870 -0.0208 0.0020 0.0473 0.2243
H 2.69051 2.43166 -1.32430 0.0512 0.1630 0.0500 0.2037
H 4.21991 3.32356 -1.27290 0.0219 0.0850 -0.0281 0.2381
H 5.85651 1.29446 0.30350 0.0303 -0.0070 0.0996 0.2153
H 6.45581 1.94456 -1.20410 -0.0101 0.0753 -0.0667 0.2420
H 6.38191 0.20726 -0.99670 0.0990 -0.0434 0.0087 0.2198
N -1.59429 0.76016 -1.14910 0.2814 0.5428 0.2298 -0.9528
C -1.44719 1.91626 -0.56610 -0.0067 -0.7413 -0.2548 0.4156
C -0.55819 2.86306 -1.23310 0.3407 0.3664 -0.3103 -0.0960
C -0.32629 2.73846 -2.61380 -0.1862 -0.0367 -0.0848 -0.2087
C 0.55731 3.58186 -3.26220 0.0526 0.0633 -0.0001 -0.2150
C 1.21621 4.57036 -2.54450 -0.0701 -0.0247 0.0620 -0.1416
C 0.96351 4.73336 -1.19050 -0.0060 0.0466 0.0462 -0.2049
C 0.08601 3.88956 -0.53340 -0.0489 -0.1564 -0.0063 -0.1653
C -2.04449 2.27326 0.71880 -0.2850 0.1661 0.5383 -0.2012
C -2.74249 3.47186 0.89020 0.0804 -0.1749 -0.0976 -0.1685
C -3.31649 3.76516 2.11310 -0.1321 0.0699 0.0822 -0.1984
C -3.15529 2.90806 3.19220 0.0518 -0.0401 -0.0738 -0.1563
C -2.44179 1.72916 3.03740 -0.0090 -0.0221 0.0145 -0.2206
C -1.91729 1.39926 1.80250 0.2165 0.1131 -0.1583 -0.1342
H -0.92259 2.04266 -3.19260 0.0832 -0.0755 0.0706 0.2353
H 0.70741 3.50216 -4.32920 -0.0099 -0.0529 -0.0457 0.2404
H 1.91001 5.22726 -3.04320 0.0634 0.1208 -0.0874 0.2383
H 1.44571 5.52866 -0.64400 0.0881 0.0513 0.0620 0.2407
H -0.09119 4.01256 0.52410 0.0039 0.0019 0.0992 0.2382
H -2.86829 4.14746 0.05840 0.0255 0.1228 -0.1138 0.2321
H -3.89589 4.66706 2.23730 0.0037 0.1181 -0.0375 0.2408
H -3.57799 3.16386 4.15080 -0.0598 0.0230 0.0967 0.2399
H -2.28829 1.06806 3.87680 -0.0372 -0.0624 0.0781 0.2330
H -1.36509 0.48136 1.67890 0.0707 -0.0555 -0.0115 0.2147
```
Forces are in eV/Å.

Values from the calculation:
HOMO: -12.6 eV
charge: +2

ORCA calculation (the ωB97M-V functional and the def2-TZVPD basis) on C39H50N5O3RuSSbSi3 as an isolated structure.

```
103
Properties=species:S:1:pos:R:3:forces:R:3:mulliken_spin:R:1
Ru -0.09257 0.16905 -0.32388 0.0064 0.2192 0.1670 3.2932
C -3.30138 -0.50097 0.84979 -0.0227 -0.0303 -0.0198 -0.0016
C -3.34894 0.55289 -0.21675 0.0047 0.0431 0.0122 0.0227
C -4.56087 0.86852 -0.82909 0.0024 -0.0116 0.0303 -0.0080
C -4.62216 1.92063 -1.71608 -0.0099 0.0285 -0.0187 0.0031
C -3.47145 2.66484 -1.95418 -0.0217 0.0278 0.0056 -0.0005
C -2.29341 2.29196 -1.33882 -0.0006 -0.0197 0.0905 0.0212
N -2.22870 1.23202 -0.50719 -0.0227 -0.1624 0.0354 0.0526
Sb -0.51636 3.47920 -1.59745 0.0066 0.0231 -0.0469 0.0251
C -0.24354 3.76570 0.50754 -0.0437 0.0011 0.0867 0.0180
C -1.28624 4.36913 1.20072 0.0358 0.0262 0.1235 -0.0104
C -1.09652 4.66482 2.54342 0.0588 -0.0055 -0.0105 0.0036
C 0.12185 4.35788 3.12451 -0.0410 0.0316 -0.0227 0.0022
C 1.11812 3.76056 2.35476 0.0748 -0.0289 0.0674 0.0023
C 2.46384 3.43704 2.93325 -0.0002 -0.0456 -0.0342 0.0015
N 0.92952 3.46337 1.06472 -0.0364 -0.0088 -0.1552 0.0129
C 0.64108 1.72510 -2.13471 0.0120 0.0157 -0.3113 -0.0104
C 1.95390 1.83059 -2.58084 0.0893 -0.0884 0.1735 0.0849
C 2.38846 0.95809 -3.57262 -0.0036 0.0150 0.0200 -0.0004
C 1.49108 0.07709 -4.14464 -0.0231 -0.0719 0.0038 0.0178
C 0.18020 0.02085 -3.66947 0.0954 -0.0372 0.0952 0.0348
C -0.88052 -0.79835 -4.32912 0.0130 0.0011 -0.0276 0.0026
N -0.20425 0.79579 -2.64807 0.0651 0.1853 -0.2706 0.0155
H -3.40812 -0.03217 1.83052 0.0038 0.0073 0.0053 0.0025
H -2.36445 -1.05517 0.85422 0.0563 0.0130 -0.0186 0.0201
H -4.12480 -1.20430 0.73666 -0.0022 0.0096 -0.0075 -0.0023
H -5.44172 0.28673 -0.59289 0.0122 0.0050 -0.0026 0.0006
H -5.55419 2.17429 -2.20467 0.0109 -0.0009 -0.0012 0.0000
H -3.49280 3.51817 -2.61922 0.0035 -0.0027 0.0027 0.0008
H -2.22309 4.60558 0.70855 0.0125 -0.0067 -0.0030 -0.0013
H -1.88279 5.13270 3.12328 0.0158 0.0036 -0.0077 0.0002
H 0.31315 4.58331 4.16581 -0.0078 -0.0082 -0.0093 -0.0001
H 3.16192 4.25445 2.73898 -0.0174 0.0000 -0.0020 0.0004
H 2.86487 2.54161 2.45791 -0.1512 0.3019 0.0975 0.0006
H 2.41284 3.28867 4.01141 -0.0076 0.0078 0.0032 -0.0001
H 2.61629 2.58312 -2.17250 -0.0110 0.0130 0.0058 0.0010
H 3.41127 0.99894 -3.92431 -0.0046 -0.0044 0.0077 0.0011
H 1.78938 -0.57455 -4.95570 -0.0068 0.0157 0.0025 0.0005
H -1.27917 -0.22181 -5.16920 -0.0233 -0.0035 0.0257 0.0010
H -1.70409 -0.98192 -3.63979 0.0125 -0.0366 0.0246 0.0005
H -0.49914 -1.73547 -4.72427 0.0342 -0.0663 0.0082 0.0002
C 1.24540 -5.61478 1.05513 -0.0328 -0.0844 -0.0925 0.0086
Si 1.28564 -4.03572 2.03835 -0.0310 0.0794 -0.0884 0.0099
C 1.86695 -4.48037 3.76559 0.0664 -0.0846 0.0883 0.0256
C -0.46325 -3.35085 2.21549 -0.0864 -0.0120 0.0230 0.0254
C 2.38759 -2.71868 1.28970 -0.1426 0.0546 -0.0356 0.8168
Si 3.55080 -2.94036 -0.16847 0.0866 0.0742 -0.0390 -0.0120
C 3.15333 -1.62578 -1.46507 0.1191 0.1122 0.0555 0.0872
C 5.30556 -2.72958 0.47826 0.0728 0.0295 0.0503 0.0348
C 3.55622 -4.59023 -1.02109 -0.1530 -0.1183 0.0426 0.0065
Si 2.56910 -1.13777 2.23013 0.0721 -0.1485 -0.0040 -0.0864
C 3.45791 0.27678 1.38787 -0.0332 -0.0133 -0.1507 0.0651
C 3.52519 -1.49210 3.79907 0.1123 0.0540 0.0590 0.0556
C 0.91629 -0.31558 2.77617 0.3688 -0.0535 0.1404 0.0582
C 0.64141 -0.25356 4.14010 -0.1675 0.0079 0.0703 0.0162
C -0.43002 0.47864 4.62867 0.0354 -0.0058 -0.0633 0.0084
C -1.19886 1.19482 3.72804 0.0913 -0.0464 -0.0469 -0.0082
C -0.87224 1.11420 2.38831 -0.0444 -0.0254 0.2492 0.0586
N 0.13674 0.36723 1.90968 -0.3981 0.2101 -0.1931 0.0159
H 0.54714 -6.30355 1.53946 0.0018 0.0061 -0.0178 0.0005
H 2.22552 -6.09550 1.04330 -0.0572 -0.0089 -0.0086 -0.0008
H 0.92660 -5.48654 0.01794 0.0096 0.0152 0.0278 -0.0054
H 1.39221 -5.42285 4.05391 0.0035 0.0284 0.0149 0.0007
H 1.58172 -3.73165 4.50791 0.0023 -0.0349 -0.0252 -0.0008
H 2.94815 -4.62703 3.82289 -0.0384 -0.0025 0.0004 0.0053
H -1.20310 -4.14070 2.05922 0.0260 0.0001 0.0427 -0.0010
H -0.66259 -2.56623 1.48590 -0.0175 0.0538 -0.0815 0.0113
H -0.61420 -2.93984 3.21825 -0.0311 0.0181 -0.0751 0.0038
H 2.10081 -1.33865 -1.43614 0.0597 -0.0313 -0.0191 -0.0186
H 3.33110 -2.04449 -2.46058 -0.0205 0.0455 0.0840 0.0037
H 3.75816 -0.72373 -1.35713 0.0799 0.0020 0.0575 0.0092
H 5.44423 -1.90220 1.17453 0.0262 0.0184 -0.0237 -0.0019
H 5.98409 -2.57472 -0.36588 0.0023 -0.0123 0.0321 0.0025
H 5.62444 -3.64210 0.98990 -0.0239 0.0232 -0.0258 0.0045
H 2.60726 -4.83684 -1.49659 0.0884 -0.0116 -0.0174 -0.0058
H 3.83606 -5.41274 -0.36063 0.0290 0.0426 -0.0117 0.0008
H 4.31305 -4.53031 -1.80926 -0.0170 -0.0152 -0.0100 0.0005
H 4.39435 -0.03618 0.92975 0.0143 -0.0187 -0.0261 -0.0061
H 3.69708 1.01727 2.15580 0.0551 -0.1934 -0.1309 0.0044
H 2.85772 0.76763 0.61668 -0.0068 0.0629 -0.0114 0.0018
H 4.47834 -1.94660 3.51158 -0.0337 0.0148 0.0266 0.0014
H 3.03400 -2.18585 4.48050 0.0409 0.0492 -0.0397 -0.0021
H 3.75390 -0.56807 4.33725 -0.0158 -0.0187 0.0041 0.0044
H 1.27686 -0.78637 4.83156 0.0364 -0.0445 -0.0053 0.0015
H -0.64238 0.50199 5.69030 -0.0012 0.0082 -0.0191 -0.0004
H -2.02749 1.81630 4.03954 0.0226 -0.0181 0.0090 0.0004
H -1.43937 1.68383 1.66683 -0.0033 -0.0532 -0.0424 -0.0317
O 0.05854 -4.03145 -4.83895 0.0468 0.0353 0.0167 0.0030
S 0.22853 -4.40611 -3.46403 -0.0204 -0.0500 -0.0461 -0.0015
O 1.10807 -5.48732 -3.14119 0.0016 -0.0322 0.0020 0.0029
N 0.62154 -3.07216 -2.57865 -0.1030 -0.0192 -0.0115 0.0302
C -0.34587 -2.74552 -1.77764 0.3906 0.1193 -0.1336 -0.0078
O -0.26656 -1.72559 -0.99522 -0.6039 -0.3751 0.2072 0.2138
C -1.55178 -3.62892 -1.81078 0.0395 0.0051 0.0308 -0.0160
C -2.73506 -3.54588 -1.10206 0.0074 0.0040 0.0365 0.0061
C -3.70611 -4.51504 -1.32697 0.0106 -0.0148 0.0043 -0.0003
C -3.49118 -5.54341 -2.23984 -0.0125 -0.0083 0.0066 -0.0012
C -2.30215 -5.62592 -2.95638 0.0164 -0.0005 0.0251 0.0016
C -1.35582 -4.65277 -2.71790 -0.1043 -0.0150 -0.0614 0.0001
H -2.88857 -2.75346 -0.38646 -0.0188 -0.0010 0.0230 -0.0069
H -4.64086 -4.47764 -0.78256 0.0115 0.0067 0.0005 0.0000
H -4.25891 -6.29014 -2.39408 0.0010 0.0121 0.0043 -0.0001
H -2.12634 -6.42262 -3.66687 0.0017 0.0234 -0.0022 0.0000
```
Forces are in eV/Å.

Values from the calculation:
2S+1: 6
HOMO (spin up / spin down): -10.6 / -11.4 eV
energy above the lowest of the compared OMol25 structures with the same formula, charge and spin: 0.0 kJ/mol
charge: +1

It is found that the max |F| values, taken in the order of the records, are 0.0220 0.0144 hartree/bohr.